(1)
The following is a quantum chemistry calculation of 2 unconnected molecules or ions with the total composition C7H8N5, from OMol25.

```
20
Properties=species:S:1:pos:R:3:forces:R:3:lowdin_charge:R:1
N 0.0577 -0.4482 1.7196 2.1 0.7 2.1 -0.16
N -0.2284 0.8722 -0.9635 -3.5 -5.5 -3.1 -0.03
N 0.6486 2.9778 -0.0867 -0.2 -0.3 0.0 0.27
N 0.9713 0.1236 2.1836 0.3 1.0 -3.1 0.04
N -0.7173 -0.9069 1.0718 -2.7 -2.3 -0.9 0.19
C 1.6251 0.2999 3.3716 -0.1 0.3 2.3 -0.07
C 0.1194 -0.9092 -2.5811 1.6 -0.3 -1.2 -0.03
C 0.2004 1.9858 -0.4605 1.2 3.4 1.5 -0.26
C -1.4518 0.3195 -0.6590 -0.7 0.6 0.4 -0.02
C 0.4794 0.2803 -2.0692 -0.5 2.3 2.6 0.06
C -1.0378 -1.5528 -2.1222 -0.3 -1.5 -1.3 -0.01
C -1.9079 -0.8612 -1.3030 0.0 -0.6 0.0 -0.03
H 1.1359 1.1149 -2.1741 1.8 -0.8 -1.9 0.14
H 2.3492 -0.4511 3.5317 0.5 -1.2 0.5 0.08
H -1.1982 -2.6275 -2.5906 -0.2 2.5 1.3 0.18
H -2.8658 -1.3836 -1.0972 0.7 1.1 0.4 0.15
H -2.0360 0.9067 0.0886 0.3 -0.8 -0.9 0.17
H 0.9181 0.4299 4.1685 -0.2 -0.4 0.8 0.10
H 0.7490 -1.3614 -3.3921 -0.7 0.6 0.9 0.15
H 2.1891 1.1915 3.3639 0.5 1.2 -0.4 0.08
```
Positions in Å, forces in eV/Å.

As for the HOMO-LUMO gap: 7.698 eV. As for the energy above the lowest of the compared OMol25 structures with the same formula, charge and spin: 96.76 kcal per mole. The net charge is +1. The value obtained for the strongest force on any atom is 7.170 eV/A.

=====

(2)
The following is a quantum chemistry calculation of a molecular structure, C27H49MnNP2, from OMol25.

```
80
Properties=species:S:1:pos:R:3:forces:R:3:lowdin_spin:R:1
Mn -0.1800 -0.6975 -3.6171 -1.4 1.4 4.4 3.62
P 0.2045 1.2366 0.1628 0.3 0.1 -1.6 0.13
P 0.7424 -2.8049 -0.0786 -0.1 1.7 -2.9 0.03
N -0.7688 0.3279 2.3939 -0.1 -1.8 0.6 0.61
C -1.5035 -1.4312 -5.6818 -0.9 -0.5 -1.0 0.01
C 1.6659 -1.4406 -5.3622 0.3 -0.5 -1.1 0.01
C 0.4293 -1.3945 -1.2410 -0.6 -0.4 1.1 0.10
C -0.7407 -2.1712 -4.6095 -1.1 -1.8 -0.1 0.01
C 0.9065 3.2820 3.9120 0.3 -0.3 -0.1 0.00
C 0.0606 1.0904 3.1878 1.0 1.5 0.8 0.05
C 1.5384 1.2688 5.1372 0.2 0.4 -0.4 0.00
C -2.9042 -0.7050 1.8456 0.0 0.0 -0.1 0.00
C 0.6764 -2.3951 1.6549 0.3 -0.6 0.6 0.01
C -2.8598 1.5336 2.9123 -0.3 0.2 0.2 0.01
C 1.5960 2.6562 4.9583 -0.4 0.0 0.1 0.00
C -2.1653 0.1773 2.8465 0.1 0.7 -0.6 0.05
C 0.4894 0.7676 -4.6214 1.2 0.5 -0.3 0.00
C -1.1066 2.0653 -0.8654 -0.2 -0.2 0.0 0.01
C 1.5270 2.4995 -0.0790 0.3 0.3 0.2 0.03
C -0.4503 -4.0014 -0.7054 -0.5 -0.5 0.6 0.00
C 2.2190 0.6259 6.3124 0.2 -0.1 0.2 0.00
C -1.9071 0.0494 -5.4282 0.0 0.3 -1.1 0.02
C 0.7202 -2.1744 -4.4585 0.8 -0.9 0.7 -0.01
C 0.9913 0.0087 -1.0668 0.1 0.7 0.4 0.07
C -0.9600 0.8454 -4.5790 -0.6 0.9 1.4 -0.04
C 2.3331 -3.4366 -0.6452 0.6 -0.3 0.7 0.01
C 0.1795 2.4995 3.0173 -0.5 -0.5 0.3 0.01
C 1.2586 0.0270 -5.6920 0.9 0.3 -0.7 0.01
C 0.8504 0.4915 4.2066 -0.8 0.2 -0.4 0.02
C -2.2003 -0.4827 4.2197 0.1 -0.1 0.3 0.04
C 0.9560 4.7806 3.7563 0.0 0.3 0.0 0.00
H -1.6461 -1.4278 4.2080 -0.1 0.1 0.1 0.00
H -1.7697 0.1670 4.9881 0.0 -0.1 -0.1 0.00
H 1.9924 5.1425 3.6705 -0.3 -0.1 0.0 0.00
H -0.9963 -1.5142 -6.6512 0.0 0.1 0.0 0.00
H -2.9297 0.1134 -5.0209 0.5 -0.2 0.2 0.00
H -0.1668 -4.3817 -1.6984 0.2 0.3 0.4 0.00
H -2.0059 0.5337 -6.4056 -0.1 0.0 -0.5 0.00
H 1.2778 -1.5077 1.8927 -0.1 -0.2 -0.3 0.00
H -2.4421 -1.6992 1.7871 -0.1 0.1 0.0 0.00
H 0.9129 0.5213 -2.0657 0.4 -0.4 0.6 0.02
H 3.2933 0.8589 6.3380 -0.3 -0.1 0.0 0.00
H 1.6833 3.0116 0.8786 0.1 0.1 -0.3 0.00
H 2.2003 0.5847 -5.8146 -0.1 -0.1 -0.5 0.00
H 2.6788 -1.4607 -4.9199 -0.4 0.1 0.0 0.00
H 1.2661 3.2260 -0.8744 0.2 -0.4 0.4 0.00
H -0.5303 -4.8460 -0.0098 -0.1 0.1 -0.2 0.00
H -1.4328 -3.5323 -0.8147 0.1 0.0 0.1 0.00
H 2.4576 1.9752 -0.3365 -0.2 0.3 0.0 0.00
H 0.8454 -0.5975 4.2966 -0.1 0.3 0.1 0.00
H -3.2379 -0.6879 4.5043 0.1 0.0 -0.1 0.01
H -0.3764 2.9795 2.1991 0.2 -0.2 0.5 0.00
H 1.7899 0.9844 7.2585 0.1 -0.1 -0.2 0.00
H -1.3870 1.7580 -4.1576 0.0 -0.1 -0.1 0.00
H -2.4567 -1.9668 -5.8098 0.2 0.0 -0.2 0.00
H -1.6292 2.8041 -0.2382 0.2 -0.1 -0.1 0.00
H -2.8905 -0.2576 0.8417 0.0 -0.1 0.2 0.00
H 2.2318 -3.9313 -1.6240 -0.2 0.3 0.4 0.00
H -0.6948 2.5874 -1.7476 -0.2 -0.4 0.3 0.00
H -0.3409 -2.1914 1.9973 0.1 0.1 -0.3 0.00
H -3.9087 1.3830 3.1853 0.0 0.1 -0.1 0.00
H -0.6826 -1.3721 -1.3377 0.4 0.0 -0.1 0.04
H 1.1661 -3.0061 -3.8914 -0.2 -0.1 -0.5 0.01
H -1.8657 1.3356 -1.1829 0.2 0.2 -0.1 0.01
H 0.7156 0.0680 -6.6501 0.2 0.0 0.2 0.00
H 1.0905 1.4361 -3.9740 -0.5 0.2 -0.8 0.02
H -2.4093 2.1812 3.6710 0.0 -0.1 -0.1 0.00
H 1.7464 -2.0204 -6.2990 0.3 0.3 -0.3 0.00
H 2.0974 -0.4612 6.2830 0.1 0.1 0.0 0.00
H 2.1424 3.2753 5.6790 -0.2 -0.2 -0.2 0.00
H -3.9464 -0.8147 2.1774 0.2 -0.1 -0.2 0.00
H 2.0730 -0.0481 -0.8188 -0.5 0.1 -0.1 0.00
H 0.5173 5.2755 4.6353 0.1 -0.1 -0.2 0.00
H 1.0740 -3.2531 2.2178 -0.1 0.2 0.0 0.00
H 0.8628 -1.7525 -2.2200 -0.1 -0.4 0.2 0.02
H -1.3130 -2.9569 -4.0856 0.4 0.0 -0.6 0.03
H 2.7199 -4.1599 0.0862 0.1 0.1 -0.3 0.00
H -2.8170 2.0418 1.9414 0.0 -0.1 0.2 0.00
H 0.3962 5.1139 2.8707 0.2 -0.1 0.2 0.00
H 3.0467 -2.6092 -0.7518 -0.1 -0.2 0.1 0.00
```
Positions in Å, forces in eV/Å.

As for the HOMO-LUMO gap (spin up / spin down): 3.167 / 3.581 eV. The multiplicity is 6. As for the energy above the lowest of the compared OMol25 structures with the same formula, charge and spin: 0.00 kcal per mole. The net charge is 0. Its expectation value of S² is 8.89. The value obtained for the strongest force on any atom is 4.843 eV/A.

=====

(3)
The following is a quantum chemistry calculation of a molecular structure, C43H41N5P2SSbSe4Ti, from OMol25.

```
98
Properties=species:S:1:pos:R:3:forces:R:3:lowdin_spin:R:1
Sb -1.9560 -2.5740 2.6261 0.1 -0.2 0.0 0.01
Se -0.1951 -2.8702 0.8631 0.1 -0.2 -0.1 -0.02
Se -1.1398 -3.2018 4.8212 0.0 0.0 0.0 0.01
Se -1.8613 -0.1098 2.2773 -0.2 0.4 0.0 -0.01
Se -4.1227 -3.4088 1.9016 0.0 0.0 0.0 0.00
Ti -0.1901 -0.3202 0.2399 -0.3 0.7 0.7 0.95
S 2.3606 -0.5135 0.5977 -0.1 0.1 -0.1 0.00
P 1.9130 2.4675 -1.0280 -0.1 -0.2 -0.2 0.00
P 0.5561 1.9092 1.5865 0.4 0.1 -0.2 0.00
N -1.9833 -0.9610 -1.0503 0.2 -0.2 0.0 0.01
N 4.0733 -0.7735 -1.3805 0.0 -0.1 0.1 0.00
N 0.5953 -1.0299 -1.7026 0.2 0.0 0.1 -0.01
N 1.9258 -1.0766 -2.0392 -0.1 0.0 0.0 0.00
N 1.8308 2.7846 0.6994 0.1 0.0 0.2 0.00
C -3.2615 2.2394 -1.4988 0.0 0.1 0.1 0.00
C 2.7386 -0.8129 -1.0501 0.1 -0.1 -0.2 0.00
C -0.7852 1.9237 -0.6094 0.1 -0.8 -0.1 0.00
C -4.1734 3.0190 -0.7770 0.0 0.0 0.0 0.00
C 2.1903 1.2415 5.8707 0.0 0.0 0.0 0.00
C 4.1799 2.4056 -2.5654 0.0 0.0 0.0 0.00
C 4.5791 -1.3271 -2.6193 0.0 0.0 0.0 0.00
C 1.8317 0.1799 5.0584 0.0 0.0 0.0 0.00
C 5.3668 4.7699 -1.7564 0.0 0.0 0.0 0.00
C -0.6128 4.4713 1.3366 -0.1 -0.1 0.0 0.00
C 5.3530 2.8393 -3.1778 0.0 0.0 0.0 0.00
C -4.2541 -1.5906 -1.4226 0.0 0.1 0.2 0.01
C -3.6790 1.6612 -2.7005 0.0 0.0 -0.1 0.00
C 0.4937 6.1740 -2.3493 0.0 0.0 0.0 0.00
C -0.2454 5.7919 -3.4604 0.0 0.0 0.0 0.00
C -2.3979 5.3101 2.7107 0.0 0.0 0.0 0.00
C 2.0918 2.5474 5.3946 0.0 0.0 0.0 0.00
C 1.6325 2.7819 4.1107 0.0 0.0 0.0 0.00
C 0.2494 -2.1496 -3.8525 0.1 0.1 0.0 0.01
C 1.1427 5.2146 -1.5834 0.0 0.0 0.0 0.00
C 3.5762 3.1460 -1.5532 0.1 0.1 0.1 0.00
C 5.9511 4.0201 -2.7742 0.0 0.0 0.0 0.00
C -3.9181 -2.1771 -2.6169 0.1 0.0 -0.1 0.00
C -0.2096 -1.5295 -2.5682 -0.4 -0.1 -0.2 0.03
C 4.5863 -2.8518 -2.6457 0.0 0.0 0.0 0.00
C 4.1952 4.3387 -1.1592 0.0 -0.1 0.0 0.00
C -1.4935 3.1090 3.0961 0.1 0.0 0.0 0.00
C -2.5886 -2.1485 -3.0307 -0.2 0.0 0.0 0.01
C 1.3884 0.4192 3.7610 0.0 0.0 0.0 0.00
C -0.6021 3.2709 2.0347 -0.1 0.0 0.0 0.00
C -2.3877 4.1188 3.4242 0.0 0.0 0.0 0.00
C -4.9692 1.8566 -3.1677 0.0 0.0 0.0 0.00
C 0.3102 3.4951 -3.0196 0.0 0.0 0.0 0.00
C 1.2900 1.7185 3.2717 -0.1 -0.2 0.1 0.00
C 1.0456 3.8623 -1.8945 -0.1 0.1 0.0 0.00
C -1.6467 -1.5392 -2.2223 0.3 0.1 0.1 0.00
C -3.2532 -0.9855 -0.6662 0.0 0.0 -0.1 0.00
C -5.8644 2.6372 -2.4484 0.0 0.0 0.0 0.00
C 3.1333 2.7927 1.3986 0.0 0.1 0.0 0.00
C -0.3263 4.4479 -3.8010 0.0 0.0 0.0 0.00
C -1.9349 2.0396 -1.0079 0.0 0.2 -0.1 0.01
C -5.4594 3.2175 -1.2513 0.0 0.0 0.0 0.00
C -1.5007 5.4861 1.6667 0.0 0.0 0.0 0.00
H 0.0726 4.5950 0.5168 0.0 0.0 -0.1 0.00
H 2.5265 1.0601 6.8851 0.0 0.0 0.0 0.00
H -1.4981 6.4077 1.0954 0.0 0.0 0.0 0.00
H 3.7537 4.9322 -0.3681 0.1 0.0 0.0 0.00
H 0.4151 -3.2210 -3.7073 0.0 0.0 0.0 0.00
H -5.2781 1.3876 -4.0946 0.0 0.0 0.0 0.00
H -6.8740 2.7850 -2.8125 0.0 0.0 0.0 0.00
H -3.4654 -0.5265 0.2900 0.0 0.0 0.0 0.00
H 5.2596 -3.2510 -1.8842 0.0 0.0 0.0 0.00
H 1.0729 -0.4187 3.1492 0.0 0.0 0.0 0.00
H -0.4868 -2.0188 -4.6427 0.0 0.0 0.0 0.00
H -5.2585 -1.6148 -1.0262 0.0 0.0 0.0 0.00
H -3.1007 6.0946 2.9674 0.0 0.0 0.0 0.00
H -2.2977 -2.6285 -3.9522 0.0 0.0 0.0 0.00
H 4.6837 -0.7934 -0.5803 0.0 0.0 0.0 0.00
H 3.2284 1.9600 2.0910 0.0 0.0 0.0 0.00
H 5.8005 2.2418 -3.9637 0.0 0.0 0.0 0.00
H 0.2128 2.4403 -3.2516 0.0 0.0 0.0 0.00
H -6.1553 3.8189 -0.6786 0.0 0.0 0.0 0.00
H -3.0808 3.9675 4.2431 0.0 0.0 0.0 0.00
H -4.6634 -2.6755 -3.2248 0.0 0.0 0.0 0.00
H -1.4925 2.1871 3.6623 0.0 0.0 0.0 0.00
H -0.9083 4.1391 -4.6612 0.0 0.0 0.0 0.00
H -0.7593 6.5377 -4.0554 0.0 0.0 0.0 0.00
H 3.2745 3.7237 1.9581 0.0 0.0 0.0 0.00
H 5.5886 -0.9328 -2.7629 0.0 0.0 0.0 0.00
H 1.5242 3.8006 3.7546 0.0 0.0 0.0 0.00
H 3.5825 -3.2268 -2.4474 0.0 0.0 0.0 0.00
H 0.5671 7.2217 -2.0805 0.0 0.0 0.0 0.00
H 1.8565 -0.8380 5.4257 0.0 0.0 0.0 0.00
H 3.9607 -0.9457 -3.4317 0.0 0.0 0.0 0.00
H 1.1947 -1.7048 -4.1528 0.0 0.0 0.0 0.00
H 4.9129 -3.2247 -3.6200 0.0 0.0 0.0 0.00
H -3.8511 3.4503 0.1629 0.0 0.0 0.0 0.00
H 2.3545 3.3808 6.0363 0.0 0.0 0.0 0.00
H 5.8289 5.6956 -1.4329 0.0 0.0 0.0 0.00
H 6.8682 4.3581 -3.2423 0.0 0.0 0.0 0.00
H 3.7210 1.4695 -2.8651 0.0 0.0 0.0 0.00
H -2.9797 1.0461 -3.2559 0.0 0.0 0.0 0.00
H 1.7368 5.5297 -0.7326 -0.1 0.0 0.0 0.00
H 3.9571 2.6865 0.7028 0.0 0.0 -0.1 0.00
```
Positions in Å, forces in eV/Å.

As for the HOMO-LUMO gap (spin up / spin down): 5.460 / 5.488 eV. The multiplicity is 2. As for the energy above the lowest of the compared OMol25 structures with the same formula, charge and spin: 27.80 kcal per mole. The net charge is -2. Its expectation value of S² is 0.76. The value obtained for the strongest force on any atom is 1.003 eV/A.

=====

(4)
The following is a quantum chemistry calculation of C6H8Si in the gas phase, from OMol25.

```
15
Properties=species:S:1:pos:R:3:forces:R:3:lowdin_charge:R:1
Si -0.5096 -1.3644 1.1696 1.1 0.2 -1.2 0.69
C 0.1512 -1.3066 -0.6586 -2.2 -1.8 0.3 -0.21
C 0.9229 -0.1231 1.2672 0.6 0.6 0.6 -0.22
C -0.1315 1.5840 -0.1726 0.2 1.9 1.3 -0.14
C -0.6733 0.9374 -1.2353 -1.2 1.8 -1.2 -0.17
C 0.8738 1.1326 0.7525 -3.3 -1.2 -1.1 -0.20
C -0.3457 -0.3878 -1.5451 1.2 -0.5 -1.6 -0.23
H -1.1995 1.6186 -2.0341 0.8 -1.6 1.7 0.14
H -2.0360 -1.1475 1.1375 1.2 0.5 0.2 -0.03
H 0.5113 -2.2355 -1.0964 0.4 0.1 0.0 0.05
H -0.3846 2.6511 -0.0191 0.2 -0.5 -0.6 0.11
H 1.9455 -0.1691 1.6652 -0.6 -1.2 0.9 0.07
H -0.2534 -0.5490 -2.6701 -0.1 -0.2 1.5 0.12
H 1.4666 1.8398 1.2253 1.5 1.4 0.2 0.07
H -0.3376 -2.4806 2.2139 0.2 0.5 -1.1 -0.05
```
Positions in Å, forces in eV/Å.

As for the HOMO-LUMO gap: 9.133 eV. As for the energy above the lowest of the compared OMol25 structures with the same formula, charge and spin: 46.28 kcal per mole. The net charge is 0. The value obtained for the strongest force on any atom is 3.673 eV/A.

=====

(5)
The following is a quantum chemistry calculation of 2 unconnected molecules or ions with the total composition FNO2, from OMol25.

```
4
Properties=species:S:1:pos:R:3:forces:R:3:lowdin_charge:R:1
F 2.0211 -0.2546 0.0655 4.2 -3.2 0.5 -0.09
O -1.5955 0.3244 0.1119 -1.4 1.7 0.5 0.06
O 1.0371 0.5239 -0.0639 -4.4 2.8 -0.6 -0.08
N -1.0319 -0.5967 -0.1406 1.7 -1.4 -0.4 0.11
```
Positions in Å, forces in eV/Å.

As for the HOMO-LUMO gap (spin up / spin down): 10.788 / 7.545 eV. As for the energy above the lowest of the compared OMol25 structures with the same formula, charge and spin: 75.75 kcal per mole. The net charge is 0. The value obtained for the strongest force on any atom is 5.266 eV/A.

=====

(6)
The following is a quantum chemistry calculation of a molecular structure, C3H2GaO3, from OMol25.

```
9
Properties=species:S:1:pos:R:3:forces:R:3:lowdin_charge:R:1
Ga 0.6212 1.8855 -0.0721 0.8 2.1 0.1 1.46
O -2.7096 0.0879 0.9623 -0.5 -0.9 -1.3 0.53
O 0.1916 -0.6648 -0.1369 -1.8 0.5 -0.3 0.13
O 2.2678 -0.9513 0.3075 -1.7 1.8 -0.4 0.38
C -2.0822 -0.1474 -0.0074 0.1 2.1 0.2 0.07
C 1.3903 -0.0678 0.1689 2.3 -2.4 -0.6 -0.12
C -0.7409 0.2562 -0.3694 1.3 -2.2 1.9 -0.04
H 3.1629 -0.5802 0.4068 1.2 -0.1 0.5 0.23
H -2.1011 0.1818 -1.2597 -1.7 -0.9 -0.1 0.36
```
Positions in Å, forces in eV/Å.

As for the HOMO-LUMO gap (spin up / spin down): 9.189 / 5.538 eV. As for the energy above the lowest of the compared OMol25 structures with the same formula, charge and spin: 93.71 kcal per mole. The net charge is +3. The value obtained for the strongest force on any atom is 3.380 eV/A.